Entry from the Open Molecules 2025 dataset: C40H37AsN4ReS4 as an isolated structure (wB97M-V/def2-TZVPD).

XYZ file:
```
87
Properties=species:S:1:pos:R:3:forces:R:3
Re -1.183786 -1.605051 -0.620808 0.10 -0.12 0.26
S -1.372238 -3.926924 -0.635123 0.11 0.78 -0.15
C 0.295981 -4.532676 -0.709463 0.01 -0.15 -0.01
C 0.507702 -5.896892 -0.892804 -0.09 -0.11 -0.02
C 1.796845 -6.398848 -1.017310 -0.05 0.01 0.00
C 2.894484 -5.548146 -0.967391 0.00 -0.02 0.01
C 2.697877 -4.188079 -0.779849 -0.01 0.10 0.03
C 1.404222 -3.698002 -0.637030 0.12 0.08 0.03
S 1.174097 -1.948290 -0.388432 -0.26 0.07 0.04
C 1.332405 -1.807285 1.436948 -0.10 0.07 -0.12
C 0.057309 -1.501166 2.178566 -0.24 -0.05 -0.26
C 0.111732 -1.257420 3.539392 0.01 0.00 0.12
C -1.065925 -1.074679 4.241046 -0.02 0.03 0.07
C -2.281639 -1.178623 3.574223 -0.02 0.08 0.21
C -2.283024 -1.422200 2.220097 0.12 -0.07 -0.28
C -3.570243 -1.712096 1.492901 0.17 0.04 -0.05
S -3.542602 -1.273962 -0.275966 0.09 -0.05 0.03
C -3.754053 0.495305 -0.148735 0.01 -0.01 -0.02
C -5.009404 0.997395 0.155925 -0.08 0.05 0.04
C -5.203275 2.373086 0.220323 -0.02 -0.04 0.00
C -4.151208 3.241419 -0.052130 -0.02 0.00 0.00
C -2.905342 2.739481 -0.389061 0.12 -0.03 -0.01
C -2.695242 1.355929 -0.432298 -0.06 0.27 0.16
S -1.116269 0.767127 -0.887916 0.04 -0.97 0.01
N -1.123177 -1.531775 1.522410 0.10 0.16 0.36
H -0.350004 -6.559969 -0.951391 0.11 0.03 0.00
H 1.943742 -7.461091 -1.167976 -0.02 0.05 0.01
H 3.898611 -5.939536 -1.076949 -0.08 0.02 0.00
H 3.543432 -3.506656 -0.745559 -0.10 -0.08 0.00
H 2.082252 -1.047641 1.649445 0.02 0.06 -0.01
H 1.722429 -2.764476 1.777354 0.06 -0.05 0.07
H 1.072049 -1.223755 4.039462 -0.06 0.01 -0.01
H -1.041834 -0.873691 5.307304 -0.01 -0.03 -0.12
H -3.222099 -1.082307 4.104911 0.10 -0.02 -0.03
H -4.417709 -1.220478 1.961024 -0.05 0.02 0.05
H -3.749822 -2.789348 1.508801 0.00 -0.04 0.00
H -5.839452 0.318229 0.326414 0.06 0.07 -0.02
H -6.183922 2.766234 0.460966 0.07 -0.04 -0.02
H -4.309290 4.312876 -0.020770 0.01 -0.08 0.00
H -2.081851 3.409073 -0.621361 -0.11 -0.08 0.02
N 4.042304 3.912444 3.667515 0.06 -0.05 -0.10
C 4.462084 4.575951 4.803191 -0.06 -0.13 -0.15
C 5.694426 5.112770 5.179463 0.00 -0.09 -0.19
C 5.740982 5.708675 6.415453 -0.04 0.10 0.24
C 4.605519 5.772709 7.255224 0.14 0.04 0.03
C 3.398859 5.237726 6.874984 -0.10 0.04 0.09
C 3.328902 4.626471 5.620228 -0.22 -0.02 0.04
N 2.253074 4.016099 4.992820 0.16 0.13 0.30
C 2.716874 3.607457 3.848229 0.08 -0.03 -0.24
C 1.884542 2.904765 2.867547 0.12 0.05 0.03
C 0.536196 2.694413 3.166338 0.01 0.07 0.13
C -0.258355 2.040497 2.252829 0.01 -0.19 -0.27
N 0.213683 1.583965 1.084014 0.13 0.21 0.13
C 1.497729 1.792757 0.780266 -0.28 -0.02 0.09
C 2.363581 2.440726 1.642082 0.10 -0.01 0.03
H 4.612457 3.708013 2.867301 0.00 0.01 -0.03
H 6.569193 5.067365 4.539327 -0.11 0.00 0.05
H 6.673765 6.142464 6.756342 -0.08 -0.02 0.00
H 4.694372 6.256751 8.220552 0.01 -0.03 -0.07
H 2.525141 5.286810 7.513483 0.06 0.00 -0.04
H 0.140584 3.058476 4.107539 0.03 -0.04 -0.09
H -1.312826 1.864553 2.452470 0.06 0.01 -0.05
H 1.835683 1.439330 -0.191925 -0.05 0.02 0.09
H 3.395489 2.581261 1.342047 -0.08 -0.01 0.01
C -2.743765 -2.550004 -3.864335 -0.03 0.00 0.14
As -1.143731 -1.757844 -3.137733 0.05 0.06 -0.51
C 0.215900 -2.892611 -3.902314 -0.02 -0.02 0.12
C -0.922953 -0.086052 -4.135486 -0.03 -0.11 -0.11
C -0.990836 -0.276353 -5.624910 0.02 0.03 0.06
C -2.216139 -0.247367 -6.286531 -0.06 0.00 -0.02
C -2.283013 -0.441211 -7.659457 -0.08 0.01 0.00
C -1.121657 -0.664278 -8.387227 -0.01 0.00 -0.05
C 0.104845 -0.684177 -7.738707 0.05 0.01 0.05
C 0.168889 -0.488982 -6.364495 0.06 -0.04 -0.06
H -2.647340 -2.616722 -4.942066 -0.01 -0.02 -0.15
H -3.621572 -1.960412 -3.608627 -0.01 0.04 0.02
H -2.838450 -3.543202 -3.432081 -0.04 -0.06 0.00
H 0.106747 -2.871928 -4.981695 0.01 -0.02 -0.13
H 0.075080 -3.906797 -3.537556 0.00 -0.07 0.02
H 1.210215 -2.547425 -3.630738 0.07 0.04 0.03
H 0.040843 0.313650 -3.824572 0.07 0.09 0.01
H -1.696800 0.591917 -3.779980 -0.06 0.06 0.02
H -3.125751 -0.057294 -5.724023 0.04 -0.01 -0.04
H -3.243241 -0.409171 -8.164650 0.11 0.00 0.07
H -1.171675 -0.808574 -9.460294 0.00 0.01 0.09
H 1.015374 -0.841733 -8.304995 -0.05 0.01 0.04
H 1.132996 -0.490980 -5.864036 -0.04 0.00 -0.04
```
Forces are in eV/Å.

- charge = +2
- energy (eV) = -154340.4122
- orbital gap (alpha / beta) (eV) = 5.339 / 4.592
- multiplicity = 2
- ΔE to the lowest compared entry with this formula, charge and spin (eV) = 0.022
- max |F| (eV/A) = 0.97
- expectation value of S² = 1.0013